DFT (the ωB97M-V functional and the def2-TZVPD basis) results for a 11-piece molecular cluster, C34H95N5O18 overall in a non-equilibrium geometry.

Values from the calculation:
SMILES = COC[C@H](C)N.COC[C@H](C)N.COC[C@H](C)N.COC[C@H](C)N.COCCNCCOC.OCCO.OCCO.OCCO.OCCO.OCCO.OCCO
Spin multiplicity = 1
F_max = 1.92 eV/A
Kohn-Sham gap = 8.7 eV
ΔE to the lowest compared entry with this formula, charge and spin = 0.0 kJ/mol

Structure (XYZ):
```
152
Properties=species:S:1:pos:R:3:forces:R:3:mulliken_charge:R:1
C -1.524706 -30.794100 -3.891799 -0.54 -0.88 -1.22 -1.21
C -1.521888 -31.485874 -2.551998 1.00 0.65 0.39 0.35
C -0.098997 -31.884525 -2.111957 0.11 0.03 -0.34 -0.36
O 0.416633 -32.908106 -2.915138 -0.32 -0.98 -0.32 -0.44
C 1.733746 -33.309481 -2.546201 -0.64 1.59 0.12 -0.37
N -2.067727 -30.560451 -1.554930 -0.33 -0.23 0.43 -0.73
H -1.179729 -31.529082 -4.628307 0.55 0.34 -0.02 0.32
H -0.971814 -29.858545 -3.968638 0.15 -0.13 0.23 0.13
H -2.539361 -30.608108 -4.252509 -0.11 0.24 0.46 0.38
H -2.096985 -32.404621 -2.669310 -0.29 0.11 0.42 0.38
H -0.112976 -32.179086 -1.053517 -0.03 -0.10 0.02 0.36
H 0.571685 -31.012064 -2.199137 -0.12 0.17 0.15 -0.04
H 2.054909 -34.165613 -3.128006 -0.13 -0.08 0.02 0.34
H 1.763201 -33.465878 -1.464200 0.22 -0.40 -0.01 0.39
H 2.347525 -32.427090 -2.765029 0.59 -0.33 0.06 0.01
H -1.368732 -29.854465 -1.339324 -0.05 0.11 -0.24 0.27
H -2.227241 -31.016581 -0.660754 -0.10 -0.15 -0.15 0.29
C 8.074304 -27.525858 -4.016507 0.30 0.99 -0.72 -1.63
C 8.039698 -28.933584 -4.580980 0.75 -0.47 1.69 -0.09
C 9.298188 -29.728188 -4.194689 -0.35 -0.46 -0.96 2.15
O 10.298250 -29.500517 -5.171644 0.45 0.67 -0.16 -0.56
C 11.633752 -29.602414 -4.685392 -1.20 0.05 0.81 -0.70
N 6.875614 -29.642750 -3.966764 0.35 0.32 -1.60 -0.60
H 7.158137 -27.007646 -4.313295 -0.08 0.04 0.33 0.38
H 8.880018 -26.879103 -4.381070 0.13 -0.37 -0.33 0.41
H 8.213174 -27.502549 -2.934096 -0.40 -0.32 0.08 0.25
H 8.004179 -28.982982 -5.668405 -0.33 0.14 -0.01 0.55
H 9.015837 -30.782803 -4.250726 0.09 0.03 0.29 -0.98
H 9.641542 -29.518112 -3.176541 -0.01 0.27 -0.01 -0.37
H 11.678831 -29.017456 -3.758575 0.32 0.04 0.05 0.25
H 12.334652 -29.172757 -5.391236 -0.06 -0.27 -0.29 0.39
H 11.817218 -30.643729 -4.411754 0.56 0.18 -0.43 0.17
H 6.820517 -29.364148 -2.992410 -0.22 0.03 0.03 0.06
H 6.064823 -29.264437 -4.451980 -0.25 -0.04 0.63 0.21
C 13.095171 -28.984646 -0.679860 0.05 -0.50 -0.11 -1.52
C 11.892469 -29.671201 -0.046009 -0.42 -0.34 0.20 1.78
C 12.030076 -31.206453 0.003584 0.92 -0.60 -0.58 -0.55
O 12.422742 -31.767806 -1.249777 -0.17 0.34 -0.29 -0.50
C 11.346173 -31.793089 -2.165008 -0.42 0.86 0.26 0.98
N 11.588988 -29.063552 1.257867 0.66 -0.16 -0.13 -0.66
H 13.142427 -27.925911 -0.429778 -0.30 0.09 -0.29 0.48
H 13.079809 -29.167998 -1.754008 0.01 0.35 -0.02 0.23
H 14.043098 -29.414946 -0.344164 -0.14 -0.18 0.23 0.36
H 10.963206 -29.529635 -0.608204 0.58 0.42 -0.47 -1.17
H 11.083388 -31.674187 0.304819 -0.05 0.12 0.23 0.34
H 12.844206 -31.592377 0.624242 -0.21 0.58 0.59 0.35
H 11.675632 -32.024191 -3.174457 0.22 -0.72 0.40 -0.21
H 10.912717 -30.792265 -2.295555 -0.01 -0.13 0.29 -0.70
H 10.551005 -32.426817 -1.766784 -0.09 -0.27 -0.43 0.26
H 10.996330 -29.677404 1.803335 0.32 -0.06 0.28 0.22
H 12.458737 -28.860595 1.734685 -0.10 -0.28 0.38 0.21
C 5.257090 -32.303495 -1.665594 0.22 0.67 0.04 -1.48
C 6.714623 -32.711709 -1.539895 0.76 -0.79 0.57 0.26
C 6.985528 -33.886077 -2.478416 0.68 0.36 -0.71 -0.31
O 6.162666 -35.004942 -2.249212 -0.28 0.24 0.34 0.00
C 6.533278 -36.117001 -3.036304 0.16 0.13 0.25 -0.78
N 7.670702 -31.643146 -1.821531 0.14 -0.08 -0.94 1.10
H 5.107789 -31.944860 -2.690969 -0.06 -0.13 -0.08 0.05
H 5.092089 -31.429153 -1.030181 -0.27 -0.16 0.17 0.53
H 4.546252 -33.100329 -1.459626 0.09 -0.03 0.16 0.49
H 7.034438 -33.031781 -0.542072 -0.82 -0.17 0.22 0.53
H 8.026338 -34.229658 -2.460442 0.20 0.28 0.35 0.36
H 6.860651 -33.469658 -3.492575 -0.15 -0.29 -0.15 -0.51
H 6.365247 -35.907176 -4.095477 -0.11 -0.22 -0.10 0.18
H 5.946906 -36.959754 -2.679043 -0.20 0.00 -0.30 0.24
H 7.589561 -36.382099 -2.898635 0.08 0.19 0.02 0.46
H 7.446196 -31.198192 -2.718143 0.08 -0.29 0.42 -0.58
H 7.648231 -30.906730 -1.123021 -0.43 -0.66 -0.46 -0.29
C 1.813395 -28.743854 -4.216994 0.37 1.04 -0.30 0.44
C 3.142500 -28.841377 -3.500368 -0.31 -0.29 0.69 -0.40
O 4.247555 -28.445271 -4.297429 -0.33 0.14 0.08 -0.53
O 1.534544 -27.345036 -4.385503 0.04 0.03 0.27 -0.57
H 1.016994 -29.199326 -3.625598 0.17 -0.30 -0.14 -0.37
H 1.920525 -29.155092 -5.224401 -0.19 -0.55 0.20 0.31
H 3.286688 -29.860417 -3.131456 0.22 -0.15 -0.43 0.00
H 3.116173 -28.248205 -2.580488 -0.16 0.20 -0.10 0.41
H 4.309645 -27.488615 -4.204291 0.03 -0.01 -0.25 0.29
H 0.626286 -27.238643 -4.679720 0.01 0.00 -0.07 0.31
C 5.363342 -33.524643 -6.063269 0.02 -0.29 -0.84 0.17
C 5.743017 -32.114438 -6.455009 0.80 0.69 0.55 -0.54
O 7.064802 -31.744618 -5.953765 -1.24 0.10 -0.28 -0.52
O 6.054782 -34.528876 -6.789870 0.20 -0.13 -0.31 -0.54
H 4.320311 -33.650032 -6.370774 -0.05 -0.09 0.39 0.46
H 5.503757 -33.722054 -4.996808 -0.32 0.40 0.04 -0.27
H 5.021806 -31.406261 -6.029730 -0.09 -0.15 0.10 0.25
H 5.747653 -31.908409 -7.526247 -0.08 -0.56 -0.11 0.35
H 6.855658 -31.078444 -5.270936 0.71 -0.19 0.36 0.13
H 6.982598 -34.574947 -6.521739 -0.06 0.12 0.21 0.21
C 3.086263 -38.184311 -2.774882 0.70 -1.24 0.14 0.39
C 1.643919 -38.486262 -3.097420 -0.71 0.29 -0.78 -0.55
O 0.918476 -39.014059 -1.994666 0.24 0.41 -0.18 -0.53
O 3.816513 -37.946931 -3.962533 0.09 0.80 -0.25 -0.48
H 3.494705 -39.072510 -2.274156 -0.11 0.04 0.10 0.29
H 3.256281 -37.365962 -2.071088 -0.29 0.25 -0.28 -0.31
H 1.593451 -39.185013 -3.936849 0.25 -0.50 0.42 0.31
H 1.136303 -37.629959 -3.563294 0.07 0.32 0.50 0.28
H 0.783687 -38.271739 -1.394751 -0.13 -0.20 0.13 0.32
H 4.248253 -38.738011 -4.288136 -0.13 -0.18 0.17 0.29
C 8.375211 -29.512293 0.289849 -0.70 0.46 0.33 -0.09
C 8.632225 -28.552496 1.439917 0.23 0.70 -0.52 -1.00
O 9.428793 -27.447479 1.053460 -1.15 0.49 0.10 -0.58
O 7.294670 -29.092431 -0.580250 0.39 0.33 0.35 -0.43
H 8.104620 -30.474111 0.734434 0.12 -0.21 -0.18 0.03
H 9.252935 -29.586483 -0.348754 -0.13 -0.22 0.18 0.53
H 9.047328 -29.087274 2.296170 0.10 -0.07 0.03 0.38
H 7.674624 -28.140740 1.774976 -0.08 -0.09 0.08 0.52
H 10.353382 -27.626176 1.248011 0.44 -0.57 -0.11 0.38
H 6.757593 -28.442797 -0.114293 0.05 -0.03 0.02 0.26
C 9.843474 -33.153928 -5.121109 0.48 -0.65 0.31 0.70
C 10.853319 -34.248385 -4.762992 -0.26 0.69 -0.59 -0.60
O 11.404199 -34.807037 -5.955544 -0.54 -0.32 0.69 -0.67
O 8.800568 -33.827062 -5.817899 -0.14 0.70 -0.31 0.07
H 10.311566 -32.370893 -5.727848 -0.01 -0.12 -0.20 0.37
H 9.430143 -32.666602 -4.231736 0.11 -0.22 0.22 -0.80
H 10.271315 -34.986399 -4.202371 0.28 -0.21 0.18 0.07
H 11.680949 -33.869841 -4.168519 -0.04 -0.03 0.12 0.50
H 10.716357 -35.435899 -6.228679 0.25 -0.02 -0.55 0.28
H 8.217920 -33.082582 -6.071940 -0.10 -0.26 0.09 0.31
C 5.446249 -35.901203 1.130677 -1.23 0.24 0.87 -0.23
C 4.175063 -36.702458 0.850760 1.07 -0.91 -0.27 -0.11
O 3.160777 -36.530391 1.826279 0.32 0.33 0.19 -0.56
O 5.072332 -34.531186 1.190888 0.69 0.39 -0.46 -0.44
H 6.222407 -36.117854 0.399510 -0.19 0.50 -0.36 0.11
H 5.877013 -36.158934 2.109454 -0.10 -0.36 0.01 0.31
H 4.473770 -37.758185 0.785753 -0.22 -0.05 -0.06 0.34
H 3.764760 -36.411193 -0.114299 -0.06 0.16 0.07 -0.09
H 3.571989 -36.735511 2.676118 -0.25 -0.05 0.00 0.36
H 4.241291 -34.481118 1.675748 -0.01 -0.13 -0.01 0.36
C 13.146316 -41.702006 -5.737737 -0.56 -0.14 0.35 -0.77
O 12.018593 -40.854937 -5.818580 0.38 0.25 -0.75 -0.31
C 12.231822 -39.610781 -5.140975 -1.06 -1.06 0.52 -0.85
C 11.244718 -38.577590 -5.617304 -0.02 0.62 0.16 0.13
N 9.882283 -39.027705 -5.284134 0.68 -0.42 -0.07 -0.29
C 8.839170 -38.029865 -5.395349 0.13 -0.08 -1.26 -0.34
C 8.492985 -37.580479 -6.840416 0.22 0.82 1.72 -0.38
O 9.542224 -36.746048 -7.296091 -0.07 0.13 -0.36 -0.14
C 9.205428 -36.046530 -8.476887 0.51 0.60 -0.32 -0.82
H 12.896741 -42.668519 -6.172869 -0.11 0.11 -0.23 0.24
H 13.366081 -41.904307 -4.684030 0.38 0.13 0.02 0.31
H 14.000386 -41.273482 -6.264820 0.17 0.00 0.12 0.30
H 13.279117 -39.306691 -5.165479 -0.01 0.14 -0.21 0.44
H 11.897579 -39.830936 -4.117964 0.59 0.33 0.29 0.29
H 11.324419 -38.327200 -6.678333 0.31 -0.13 -0.04 0.26
H 11.493650 -37.663670 -5.067331 -0.22 0.07 0.00 0.05
H 9.769438 -39.795712 -5.939822 -0.71 -0.10 0.28 0.28
H 9.162862 -37.160933 -4.819897 -0.08 0.17 -0.09 -0.27
H 7.892586 -38.357580 -4.959143 0.14 -0.36 0.18 0.40
H 7.595593 -36.963723 -6.701953 -0.25 -0.15 -0.54 0.29
H 8.317791 -38.426086 -7.510326 -0.05 -0.02 -0.06 0.38
H 8.330324 -35.398452 -8.381041 -0.37 -0.41 0.21 0.22
H 9.117941 -36.718602 -9.332569 -0.26 -0.12 0.01 0.32
H 10.001575 -35.336395 -8.707705 0.28 -0.25 0.18 0.29
```
Forces are in eV/Å.


DFT (the ωB97M-V functional and the def2-TZVPD basis) results for a 9-piece molecular cluster, C19H56O9 overall in a non-equilibrium geometry.

Values from the calculation:
SMILES = CC(C)O.CC(C)O.CC(C)O.CC(C)O.CC(C)O.CC(C)O.CO.O.O
Spin multiplicity = 1
F_max = 2.22 eV/A
Kohn-Sham gap = 10.1 eV
ΔE to the lowest compared entry with this formula, charge and spin = 281.3 kJ/mol

Structure (XYZ):
```
84
Properties=species:S:1:pos:R:3:forces:R:3:mulliken_charge:R:1
C -2.978970 2.060150 1.963213 0.27 -0.97 -0.20 -0.13
O -2.876383 3.011391 2.968682 0.05 1.18 1.13 -0.55
H -4.021472 1.827689 1.745853 0.06 0.00 -0.45 0.44
H -2.398617 2.377812 1.096970 -0.37 0.07 -0.24 -0.21
H -2.499104 1.140052 2.296730 -0.14 -0.13 0.01 0.08
H -3.743525 3.319596 3.241968 0.10 -0.06 -0.07 0.31
C 3.069772 -3.493883 -0.609624 -0.52 -2.16 0.11 -1.27
C 1.742161 -4.315458 -0.862459 0.72 1.47 0.21 0.67
C 1.119520 -4.914692 0.377508 0.90 -1.27 -0.06 -1.60
O 0.845521 -3.384911 -1.380904 -1.66 1.19 -0.60 -0.50
H 2.998228 -2.914377 0.310781 -0.10 0.18 -0.20 0.18
H 3.341326 -2.900885 -1.482958 -0.17 0.18 0.09 0.46
H 3.856952 -4.237445 -0.484888 0.34 0.14 0.18 0.46
H 1.847427 -5.074285 -1.637829 0.60 -0.40 0.22 0.29
H 0.723554 -4.238210 1.134922 0.38 0.26 -0.19 0.26
H 1.944282 -5.525909 0.743967 0.01 0.03 0.81 0.41
H 0.343668 -5.653944 0.178368 -0.17 0.32 -0.38 0.43
H 1.232871 -2.967597 -2.153825 -0.08 0.03 -0.06 0.24
C -1.842567 4.422263 -1.156172 -1.35 0.16 -0.81 -1.32
C -2.930423 3.359198 -1.508395 1.62 -0.01 0.50 0.61
C -3.632746 3.620650 -2.795465 -0.10 1.42 -0.28 -1.57
O -2.290427 2.095404 -1.660664 0.86 -0.53 0.47 -0.57
H -1.073953 4.433033 -1.928971 0.23 -0.17 0.27 0.33
H -1.465920 4.459312 -0.133977 0.15 -0.73 -0.13 0.32
H -2.371208 5.371190 -1.246639 0.01 0.27 -0.10 0.42
H -3.608371 3.325005 -0.655564 -0.36 -0.11 -0.08 0.16
H -2.973323 3.794002 -3.645879 0.47 -0.44 0.11 0.31
H -4.087694 4.605173 -2.686716 -0.91 -0.24 -0.15 0.42
H -4.305113 2.799758 -3.044799 -0.38 0.34 0.03 0.47
H -2.854356 1.485925 -2.142447 -0.23 0.08 -0.06 0.15
C 6.182949 -1.225605 0.064712 -0.22 -0.22 0.32 -1.26
C 5.793480 -0.082003 0.997792 -0.52 -0.26 -0.53 0.49
C 4.277724 -0.146336 1.395711 1.30 -0.05 -0.10 -1.02
O 6.685911 -0.117917 2.101057 -0.35 -0.25 0.41 -0.56
H 6.033670 -2.167175 0.593160 -0.11 -0.09 0.12 0.30
H 7.232345 -1.229859 -0.230007 -0.04 0.37 -0.03 0.37
H 5.540724 -1.258875 -0.815364 0.10 0.17 -0.10 0.30
H 5.962560 0.886704 0.527570 -0.14 0.05 -0.46 0.18
H 4.000961 0.839480 1.769440 -0.35 -0.12 0.05 0.49
H 4.104163 -0.908764 2.155092 0.11 0.01 0.17 0.41
H 3.668085 -0.434376 0.539277 0.02 0.31 -0.09 -0.04
H 6.209499 0.254468 2.846697 0.17 0.08 0.24 0.32
C -0.690403 1.064400 7.120768 0.29 -0.53 0.68 -1.16
C 0.501693 0.948279 6.166184 -1.87 -0.13 -0.51 0.09
C 0.004590 0.266055 4.893930 -0.20 -1.49 1.37 -0.93
O 0.833057 2.245203 5.796880 1.25 1.44 -0.02 -0.55
H -0.386507 1.472341 8.084789 0.03 0.18 -0.05 0.34
H -1.168009 0.107479 7.331215 -0.01 -0.12 -0.09 0.31
H -1.435342 1.727343 6.680706 -0.04 0.01 -0.03 0.28
H 1.365951 0.481423 6.638650 0.00 -0.04 -0.18 0.40
H 0.778256 0.127180 4.138775 -0.37 0.27 0.02 0.19
H -0.948668 0.697905 4.589126 0.41 0.85 -0.61 0.30
H -0.414142 -0.690782 5.205729 0.54 -0.70 -0.17 0.39
H 0.057521 2.577154 5.338670 0.02 0.33 -0.14 0.35
C 0.396329 -0.066997 -0.562646 0.64 0.09 -0.01 -1.24
C -0.654238 -0.608646 0.381853 1.24 -0.66 0.43 2.07
C -0.191437 -0.414346 1.843808 -0.26 0.08 -0.16 -2.00
O -1.919890 -0.013595 0.056980 0.73 -0.67 0.62 -0.16
H 0.260916 -0.432310 -1.580642 -0.28 0.31 -0.11 0.20
H 1.403216 -0.379927 -0.286325 -0.06 -0.24 0.20 -0.12
H 0.429572 1.021087 -0.507183 -0.17 0.20 -0.30 0.52
H -0.680096 -1.680972 0.188077 -0.46 -0.13 0.08 -0.51
H -0.225024 0.637089 2.129197 -0.30 -0.01 0.06 0.50
H 0.841006 -0.707842 2.033620 0.27 -0.10 -0.71 0.43
H -0.702673 -1.045834 2.570431 -0.65 0.30 -0.13 0.52
H -1.674233 0.696511 -0.540524 -0.61 0.67 -0.20 0.20
C -0.400256 0.882119 -5.067669 -0.27 -0.10 -0.54 -0.88
C -1.141583 0.548702 -6.358513 -1.26 0.56 0.77 0.54
C -2.565161 0.034363 -6.081150 0.83 -0.84 -0.20 -1.29
O -1.259054 1.762967 -7.086638 0.39 0.53 -0.10 -0.55
H 0.581137 1.257003 -5.358210 0.12 -0.09 0.48 0.36
H -0.373727 0.014225 -4.408755 0.44 -0.14 -0.17 0.23
H -0.941052 1.639358 -4.500010 0.00 0.24 -0.20 0.05
H -0.595168 -0.165237 -6.974816 0.12 -0.29 0.18 0.20
H -3.230560 0.771889 -5.632374 0.18 0.19 -0.22 0.30
H -2.520696 -0.826581 -5.414128 -0.03 -0.11 0.08 0.33
H -2.938497 -0.347088 -7.031530 -0.51 0.15 0.03 0.41
H -1.844902 1.635649 -7.836421 -0.03 -0.10 -0.06 0.31
O -3.507553 -2.246104 -0.252548 -0.63 -0.44 0.04 -0.77
H -3.139215 -1.383509 -0.061502 0.42 0.75 0.13 0.30
H -3.699839 -2.222691 -1.189948 -0.12 -0.06 -0.25 0.31
O -1.742822 -4.273816 -0.368068 0.25 -0.77 0.06 -0.70
H -2.346676 -3.541505 -0.244320 -0.54 0.41 0.17 0.46
H -0.919001 -3.863689 -0.631392 0.31 0.08 -0.31 0.29
```
Forces are in eV/Å.


DFT (the ωB97M-V functional and the def2-TZVPD basis) results for one molecule with the formula C3H4ClFO in a non-equilibrium geometry.

Values from the calculation:
SMILES = CC(=O)[C@H](F)Cl
Spin multiplicity = 1
F_max = 4.65 eV/A
Kohn-Sham gap = 10.6 eV
ΔE to the lowest compared entry with this formula, charge and spin = 51.9 kJ/mol

Structure (XYZ):
```
10
Properties=species:S:1:pos:R:3:forces:R:3:nbo_charge:R:1
C -0.189384 0.771051 0.222287 1.92 -0.64 -0.04 0.53
C -1.098504 -0.062932 -0.555948 -0.57 -2.42 -1.90 -0.75
C 0.977883 -0.183972 0.692171 -2.65 -2.61 -2.41 0.16
O -0.106478 1.967444 0.352280 -0.48 -1.09 0.13 -0.48
F 1.748208 0.415872 1.475099 2.83 1.86 3.18 -0.29
Cl 1.923242 -0.655416 -0.806475 0.08 0.16 0.02 -0.11
H -1.428766 -1.046422 -0.059895 0.71 1.56 -0.39 0.24
H -1.979929 0.450232 -0.855144 -0.68 0.48 -0.44 0.24
H -0.488677 -0.427009 -1.509357 -1.41 0.93 1.91 0.28
H 0.642404 -1.228847 1.044982 0.26 1.78 -0.07 0.18
```
Forces are in eV/Å.


Question: spin multiplicity of number 2 (C19H56O9)?
Answer: 1